C3H7N4S | ωB97M-V with the def2-TZVPD basis set

```
15
Properties=species:S:1:pos:R:3
C -0.27 -0.47 -0.95
C 0.03 1.20 1.21
C -0.06 -1.23 -2.22
N 0.68 -0.70 0.01
N 0.70 0.08 1.04
N -1.21 0.36 -0.70
N -0.66 1.73 2.15
S 2.04 -0.22 2.13
H -1.01 -1.56 -2.63
H 0.58 -2.08 -2.04
H 0.41 -0.58 -2.95
H -1.86 0.66 -1.41
H -0.99 2.69 2.04
H -1.00 1.24 2.98
H 2.62 -1.12 1.33
```

The HOMO-LUMO gap (alpha / beta) is 8.27 / 8.27 eV. As for the HOMO energy (alpha / beta): -13.85 / -13.85 eV. The charge is +1. The calculated total energy is -735.3309 hartree. The calculation puts the largest force on an atom at 2.17 eV/A. As for the molar mass: 131.2 u.


C7H36O12 | ωB97M-V with the def2-TZVPD basis set

```
55
Properties=species:S:1:pos:R:3
C 0.67 -3.05 -2.57
C -0.69 -2.47 -2.09
C -0.47 -1.10 -1.47
C -0.47 -0.79 0.03
C -0.06 0.45 0.37
C -0.31 -3.09 1.09
C -0.76 -1.81 1.06
H 1.21 -3.34 -1.72
H 1.05 -2.51 -3.41
H 0.62 -4.02 -3.24
H -1.19 -2.46 -3.10
H -1.35 -3.24 -1.48
H -1.44 -0.44 -1.65
H 0.31 -0.52 -2.01
H 0.14 1.30 -0.47
H -0.17 0.89 1.28
H 0.34 -3.52 0.23
H -0.33 -3.81 1.86
H -1.47 -1.53 1.83
H -0.10 2.34 -2.09
H -1.40 2.91 -2.83
O -1.14 2.35 -2.08
H 1.91 -2.66 -0.06
H 2.00 -1.62 1.13
O 2.42 -1.90 0.23
H -2.35 0.73 1.38
H -2.68 2.00 2.00
O -2.47 1.01 2.23
H -3.39 -0.56 -0.24
H -4.04 -0.63 1.31
O -3.53 -1.18 0.60
H -0.26 1.66 4.31
H -1.41 0.78 3.63
O -0.57 0.73 4.09
H 0.76 -0.22 3.36
H 1.99 -1.11 3.59
O 1.53 -0.60 2.97
H 3.33 0.76 -0.73
H 2.45 -0.35 -0.82
O 2.75 0.35 -1.31
H 2.69 0.41 2.05
H 4.22 0.88 1.91
O 3.29 0.99 1.50
H 2.27 2.02 0.29
H 2.40 3.50 0.82
O 2.36 3.01 -0.02
H -2.96 1.07 -1.70
H -3.18 -0.23 -2.39
O -3.53 0.33 -1.65
H -1.73 4.43 -0.31
H -1.23 3.11 -0.06
O -1.62 3.83 0.38
H 2.12 2.96 -1.67
H 1.88 1.56 -2.03
O 1.59 2.42 -2.34
```

The HOMO-LUMO gap is 8.90 eV. As for the HOMO energy: -8.73 eV. The charge is 0. The calculated total energy is -1191.0571 hartree. The calculation puts the largest force on an atom at 5.18 eV/A. As for the molar mass: 312.4 u.


C7H8N2O | ωB97M-V with the def2-TZVPD basis set

```
18
Properties=species:S:1:pos:R:3
C -1.82 -1.06 2.11
C -0.76 -1.00 1.20
C -2.35 0.05 2.73
C -0.86 1.37 1.77
C -0.28 0.34 0.97
C 0.91 0.45 0.23
C 2.23 -0.11 -3.42
N -1.81 1.21 2.55
N 1.29 0.40 -2.47
O 1.70 0.44 -0.62
H -2.08 -2.06 2.33
H -0.39 -1.87 0.90
H -3.20 -0.05 3.47
H -0.50 2.47 1.58
H 3.13 0.59 -3.43
H 1.76 0.09 -4.32
H 2.46 -1.08 -3.25
H 0.56 -0.18 -2.31
```

The HOMO-LUMO gap (alpha / beta) is 6.99 / 8.06 eV. As for the HOMO energy (alpha / beta): -6.64 / -8.19 eV. The charge is 0. The calculated total energy is -456.0510 hartree. The calculation puts the largest force on an atom at 5.99 eV/A. As for the molar mass: 136.2 u.


H30O15 | ωB97M-V with the def2-TZVPD basis set

```
45
Properties=species:S:1:pos:R:3
O 1.17 -1.57 -2.39
H 1.87 -1.47 -3.02
H 0.57 -0.84 -2.42
O -1.12 2.96 -0.34
H -0.69 2.78 0.50
H -0.50 2.59 -0.92
O 2.01 0.48 2.63
H 1.77 -0.42 2.41
H 2.87 0.59 2.25
O -1.47 -3.19 -1.56
H -1.87 -2.36 -1.33
H -0.82 -3.43 -0.88
O -0.01 -0.38 0.52
H -0.82 -0.69 0.13
H -0.13 0.57 0.48
O -3.16 0.97 -2.55
H -2.57 0.85 -3.34
H -2.65 0.57 -1.83
O -0.40 2.17 2.24
H 0.33 2.83 2.20
H 0.05 1.38 2.56
O 3.01 0.02 -1.14
H 2.18 -0.32 -1.48
H 3.77 -0.31 -1.63
O -2.44 -0.88 -0.47
H -3.27 -1.38 -0.56
H -2.68 -0.19 0.16
O -3.04 1.56 0.60
H -3.01 2.06 1.41
H -2.53 2.05 -0.04
O 1.66 1.99 -0.01
H 2.18 1.28 -0.48
H 2.30 2.49 0.49
O 0.08 -3.07 0.58
H 0.43 -2.18 0.50
H 0.55 -3.59 1.20
O 2.61 -1.83 1.33
H 2.59 -1.04 0.75
H 3.46 -1.71 1.75
O -0.25 1.02 -2.19
H -0.56 0.61 -2.98
H 0.61 1.24 -2.57
O -0.39 -0.82 3.39
H -0.52 -1.04 2.48
H -1.19 -0.35 3.59
```

The HOMO-LUMO gap is 9.47 eV. As for the HOMO energy: -9.99 eV. The charge is 0. The calculated total energy is -1146.5729 hartree. The calculation puts the largest force on an atom at 2.03 eV/A. As for the molar mass: 270.2 u.


C61H132F20N19O47S20 | ωB97M-V with the def2-TZVPD basis set

```
299
Properties=species:S:1:pos:R:3
C 3.24 3.53 -6.21
C 4.28 3.32 -7.33
O 5.08 4.14 -7.79
N 4.32 1.83 -7.88
H 4.43 1.25 -7.06
H 3.33 1.77 -8.06
C 5.23 1.56 -9.14
H 3.52 2.70 -5.55
H 2.21 3.50 -6.56
H 3.39 4.39 -5.57
H 4.98 0.55 -9.46
H 6.25 1.62 -8.76
H 5.04 2.37 -9.85
C -0.72 -2.35 -5.67
C -1.31 -3.18 -6.79
O -0.70 -3.29 -7.84
N -2.69 -3.81 -6.56
H -2.51 -4.75 -6.24
H -3.12 -3.37 -5.76
C -3.49 -3.82 -7.89
H -1.44 -1.54 -5.58
H 0.29 -1.93 -5.73
H -0.73 -2.85 -4.70
H -4.47 -4.20 -7.62
H -2.92 -4.49 -8.53
H -3.67 -2.83 -8.31
C 4.71 -2.88 -1.48
C 5.94 -3.72 -1.20
O 6.40 -4.52 -1.97
N 6.59 -3.66 0.16
H 7.19 -4.47 0.19
H 7.07 -2.79 0.33
C 5.69 -4.02 1.39
H 5.04 -1.87 -1.70
H 3.91 -2.84 -0.74
H 4.18 -3.28 -2.34
H 6.32 -4.24 2.25
H 5.38 -5.00 1.02
H 4.93 -3.29 1.64
C -2.36 -2.17 6.01
C -1.51 -2.82 7.10
C -0.81 -4.04 6.42
C 0.39 -4.39 7.32
C 1.39 -3.24 7.47
C 0.89 -2.00 8.10
N -0.57 -1.77 7.69
O -1.26 -0.70 8.37
C 1.81 -0.89 7.61
C 0.87 -2.23 9.62
C -2.42 -3.39 8.30
H -2.80 -1.31 6.50
H -2.95 -2.90 5.46
H -1.72 -1.68 5.27
H -0.36 -3.77 5.46
H -1.48 -4.88 6.31
H 0.95 -5.18 6.82
H 0.07 -4.84 8.26
H 1.55 -3.10 6.40
H 2.28 -3.52 8.05
H 1.42 0.10 7.82
H 1.97 -0.86 6.53
H 2.84 -0.93 7.95
H 1.77 -2.79 9.88
H 0.01 -2.85 9.86
H 0.83 -1.29 10.16
H -1.88 -3.61 9.22
H -3.01 -4.24 7.96
H -3.28 -2.79 8.62
C 0.81 1.02 -3.77
C 0.81 0.43 -2.29
C 2.29 0.37 -1.85
C 2.55 0.06 -0.35
C 1.79 1.10 0.55
C 0.26 1.12 0.27
N 0.03 1.12 -1.23
O -1.24 1.46 -1.78
C -0.30 2.46 0.75
C -0.53 -0.05 0.99
C 0.40 -1.03 -2.43
H -0.21 1.14 -4.15
H 1.28 0.33 -4.47
H 1.18 2.03 -3.58
H 2.75 1.34 -2.04
H 2.88 -0.32 -2.46
H 3.61 0.14 -0.12
H 2.22 -0.97 -0.18
H 2.28 2.03 0.27
H 2.01 1.00 1.61
H -1.33 2.65 0.45
H 0.36 3.14 0.22
H -0.29 2.50 1.84
H -1.56 0.01 0.63
H -0.53 -0.05 2.08
H -0.36 -1.07 0.66
H 0.43 -1.69 -1.57
H 0.82 -1.56 -3.28
H -0.69 -0.95 -2.54
C -3.69 4.27 -6.48
C -3.98 2.91 -5.97
C -3.01 2.51 -4.78
C -3.25 3.38 -3.60
C -4.68 3.23 -2.95
C -5.78 3.49 -4.02
N -5.39 2.96 -5.45
O -6.34 2.87 -6.41
C -6.16 4.98 -4.15
C -7.06 2.75 -3.55
C -3.95 1.65 -6.94
H -2.70 4.28 -6.93
H -3.58 5.14 -5.83
H -4.34 4.53 -7.32
H -1.97 2.27 -4.99
H -3.13 1.50 -4.37
H -2.98 4.40 -3.87
H -2.52 3.17 -2.83
H -4.83 3.88 -2.09
H -4.58 2.19 -2.64
H -6.97 5.12 -3.44
H -6.43 5.17 -5.19
H -5.35 5.66 -3.85
H -6.98 1.66 -3.51
H -7.79 2.80 -4.36
H -7.53 3.02 -2.61
H -4.36 0.73 -6.52
H -2.95 1.27 -7.16
H -4.50 1.80 -7.87
C -3.25 9.14 2.63
C -2.91 7.67 2.97
C -4.08 7.10 3.84
C -4.12 5.56 4.01
C -4.08 4.79 2.61
C -3.66 5.70 1.32
N -2.74 6.88 1.68
O -1.57 7.18 0.86
C -5.03 6.35 0.82
C -3.10 4.87 0.17
C -1.67 7.58 3.85
H -2.32 9.63 2.35
H -3.63 9.75 3.45
H -3.98 9.21 1.82
H -5.05 7.30 3.37
H -4.02 7.65 4.78
H -5.03 5.29 4.54
H -3.22 5.23 4.54
H -5.12 4.45 2.59
H -3.69 3.78 2.47
H -5.00 6.56 -0.25
H -5.36 7.27 1.31
H -5.71 5.51 0.95
H -2.06 4.57 0.28
H -3.14 5.41 -0.78
H -3.56 3.89 0.06
H -1.41 6.54 4.04
H -1.88 8.00 4.83
H -0.80 8.21 3.63
C -3.04 -9.12 2.29
C -3.03 -7.63 1.73
C -4.16 -6.85 2.44
N -4.55 -5.51 1.74
C -5.80 -4.96 2.50
C -4.86 -5.58 0.24
C -3.74 -4.77 -0.39
C -3.41 -3.68 0.73
C -3.26 -4.61 1.92
H -4.03 -9.56 2.28
H -2.62 -9.16 3.29
H -2.38 -9.68 1.63
H -3.14 -7.69 0.64
H -2.02 -7.25 1.86
H -3.83 -6.56 3.44
H -5.02 -7.51 2.32
H -6.14 -4.02 2.07
H -5.40 -4.92 3.51
H -6.63 -5.67 2.56
H -5.78 -5.01 0.13
H -4.99 -6.56 -0.21
H -4.12 -4.48 -1.36
H -2.96 -5.49 -0.65
H -4.26 -3.03 0.91
H -2.56 -3.03 0.51
H -3.32 -4.02 2.84
H -2.31 -5.14 1.94
C 3.69 4.41 2.54
C 4.69 3.39 3.11
C 4.43 3.06 4.62
N 5.32 1.98 5.34
C 4.91 0.67 4.69
C 5.05 1.99 6.88
C 6.46 1.68 7.52
C 7.38 1.52 6.20
C 6.75 2.46 5.19
H 2.70 3.97 2.63
H 3.86 4.82 1.54
H 3.79 5.27 3.20
H 5.75 3.48 2.83
H 4.47 2.54 2.46
H 3.45 2.68 4.92
H 4.73 3.96 5.16
H 3.83 0.60 4.76
H 5.36 -0.14 5.27
H 5.33 0.88 3.71
H 4.29 1.24 7.11
H 4.60 2.92 7.20
H 6.37 0.82 8.17
H 6.66 2.63 8.01
H 7.40 0.47 5.90
H 8.35 1.97 6.39
H 7.14 2.25 4.20
H 6.92 3.53 5.30
N 2.72 -3.71 3.43
S 2.18 -2.37 3.16
O 3.01 -1.33 2.58
O 1.13 -1.94 4.08
F 1.13 -2.71 1.96
S 3.83 -3.19 4.60
O 3.65 -2.03 5.48
O 5.24 -3.54 4.26
F 3.55 -4.40 5.62
N -0.22 2.28 6.70
S 0.92 3.27 7.50
O 0.72 4.68 7.50
O 2.33 2.77 7.63
F 0.34 3.00 8.96
S -0.27 3.09 5.48
O 0.87 3.06 4.60
O -1.22 4.19 5.41
F -1.11 2.06 4.54
N 1.86 1.38 -8.68
S 0.67 0.16 -8.39
O 0.13 -0.69 -9.46
O -0.19 0.25 -7.22
F 1.73 -0.89 -7.81
S 0.80 2.22 -9.29
O -0.11 2.88 -8.42
O 0.36 1.91 -10.65
F 1.87 3.41 -9.47
N -3.94 -2.14 -4.62
S -5.50 -1.48 -4.94
O -5.86 -0.08 -4.56
O -6.55 -2.54 -4.95
F -5.22 -1.28 -6.50
S -4.11 -1.74 -3.13
O -5.21 -2.36 -2.38
O -3.61 -0.42 -2.72
F -2.86 -2.67 -2.71
N 1.70 3.93 -1.85
S 3.07 5.00 -1.82
O 3.17 6.21 -0.99
O 3.82 4.89 -3.03
F 3.89 3.99 -0.83
S 0.80 5.06 -1.79
O 0.77 5.93 -2.99
O 0.29 5.55 -0.59
F -0.48 4.13 -2.15
N 0.90 -6.22 0.32
S 0.93 -5.28 -0.82
O -0.21 -4.48 -1.09
O 1.77 -5.59 -1.99
F 1.92 -4.28 0.00
S 0.35 -7.47 -0.67
O 1.29 -8.18 -1.51
O -1.08 -7.30 -1.18
F 0.20 -8.54 0.54
N -5.78 0.16 1.51
S -5.17 0.25 0.15
O -4.23 -0.81 -0.19
O -4.91 1.58 -0.41
F -6.56 -0.25 -0.56
S -4.31 0.52 2.28
O -3.50 1.55 1.79
O -3.53 -0.65 2.62
F -4.70 1.14 3.77
N -2.04 -6.22 -5.70
S -1.60 -6.63 -4.23
O -0.69 -5.73 -3.52
O -1.56 -8.06 -3.99
F -2.98 -6.12 -3.46
S -0.54 -6.59 -6.30
O -0.19 -8.02 -6.42
O 0.53 -5.55 -6.08
F -0.97 -6.32 -7.82
N 7.63 -1.19 0.93
S 8.36 -1.17 2.29
O 7.63 -0.66 3.43
O 9.82 -1.17 2.20
F 8.11 -2.70 2.56
S 7.38 0.41 0.66
O 7.65 0.74 -0.72
O 7.55 1.40 1.70
F 5.80 0.20 0.49
N 5.50 0.62 -5.46
S 6.16 1.25 -4.03
O 7.59 1.66 -4.09
O 5.60 0.83 -2.74
F 5.40 2.67 -4.31
S 5.60 -0.84 -5.03
O 4.47 -1.31 -4.19
O 6.91 -1.34 -4.50
F 5.47 -1.55 -6.50
```

The HOMO-LUMO gap is 3.40 eV. As for the HOMO energy: -7.19 eV. The charge is -1. The calculated total energy is -16939.7547 hartree. The calculation puts the largest force on an atom at 12.09 eV/A. As for the molar mass: 2905.1 u.


C5H9N | ωB97M-V with the def2-TZVPD basis set

```
15
Properties=species:S:1:pos:R:3
C -0.34 -0.31 -1.53
C 0.48 -0.33 -0.25
C 0.85 1.04 0.21
C -0.29 -1.08 0.88
C -1.17 -0.08 1.57
N -0.88 1.10 1.49
H -0.59 -1.33 -1.86
H 0.20 0.19 -2.34
H -1.29 0.23 -1.38
H 1.39 -0.92 -0.41
H 0.88 1.81 -0.56
H 1.69 1.11 0.90
H -0.51 1.98 1.15
H 0.40 -1.46 1.65
H -0.84 -1.95 0.50
```

The HOMO-LUMO gap (alpha / beta) is 8.25 / 8.25 eV. As for the HOMO energy (alpha / beta): -7.36 / -7.36 eV. The charge is 0. The calculated total energy is -250.5088 hartree. The calculation puts the largest force on an atom at 0.66 eV/A. As for the molar mass: 83.1 u.


C17H19 | ωB97M-V with the def2-TZVPD basis set

```
36
Properties=species:S:1:pos:R:3
C 1.11 1.01 -2.05
C 1.39 1.26 -0.60
C 0.67 2.38 0.08
C 2.26 0.46 0.07
H 0.31 1.68 -2.41
H 2.01 1.19 -2.67
H 0.78 -0.03 -2.25
H -0.07 2.82 -0.62
H 0.12 2.06 0.99
H 1.37 3.18 0.38
H 2.54 0.71 1.09
H 2.87 -0.24 -0.48
C 1.77 -1.58 0.93
C 3.07 -1.99 1.40
C 3.79 -2.92 0.61
C 5.13 -3.19 0.87
C 5.79 -2.60 1.96
C 5.07 -1.73 2.79
C 3.74 -1.39 2.50
C 0.62 -1.22 1.69
C -0.63 -1.28 1.03
C -1.77 -0.71 1.57
C -1.71 -0.01 2.79
C -0.49 0.02 3.48
C 0.64 -0.64 2.99
H 1.56 -1.87 -0.12
H 3.27 -3.43 -0.20
H 5.68 -3.90 0.23
H 6.84 -2.82 2.17
H 5.54 -1.31 3.68
H 3.24 -0.65 3.13
H -0.69 -1.83 0.09
H -2.73 -0.81 1.06
H -2.60 0.46 3.21
H -0.42 0.55 4.44
H 1.51 -0.74 3.64
```

The HOMO-LUMO gap is 6.75 eV. As for the HOMO energy: -12.38 eV. The charge is +1. The calculated total energy is -658.8670 hartree. The calculation puts the largest force on an atom at 1.28 eV/A. As for the molar mass: 223.3 u.


> molar mass of number 6 (C5H9N)?

83.1 u


> The highest largest force on an atom belongs to which entry?

C61H132F20N19O47S20


> Which of these has the lowest charge?

C61H132F20N19O47S20


> Which formula does entry 6 have?

C5H9N